P.
Here is the ion C5H14N2 with charge +1 from OMol25. Energies are from wB97M-V/def2-TZVPD.

Its spin multiplicity is 2. The total charge is +1. The value obtained for the LUMO energy (alpha / beta) is -0.097 / -0.271 hartree.

Bonds (Å) are listed after each position.
Geometry (Å):
1 C 1.6394 -0.0525 -1.2173  N2 1.489, H8 1.166, H9 1.091, H10 1.115
2 N 0.5743 -0.4431 -0.2526  C1 1.489, C3 1.542, C4 1.389
3 C 0.7067 -1.9764 -0.1540  N2 1.542, H11 1.081, H12 1.145, H13 1.057
4 C 0.7088 0.1829 0.9800  N2 1.389, C5 1.498, H14 1.144, H15 1.065
5 C -0.3674 1.2085 1.1597  C4 1.498, N6 1.427, H16 1.108, H17 1.134
6 N -1.4865 0.5742 0.5429  C5 1.427, C7 1.448, H18 1.003
7 C -1.8565 0.5575 -0.8568  N6 1.448, H19 1.162, H20 1.180, H21 1.127
8 H 1.7589 1.1025 -1.1142  C1 1.166
9 H 1.6608 -0.3491 -2.2672  C1 1.091
10 H 2.5666 -0.4306 -0.7258  C1 1.115
11 H 1.1381 -2.4115 -1.0450  C3 1.081
12 H 1.5044 -1.9866 0.6671  C3 1.145
13 H -0.2379 -2.4136 0.0298  C3 1.057
14 H 0.3656 -0.6766 1.6524  C4 1.144
15 H 1.6228 0.6644 1.2369  C4 1.065
16 H -0.2093 2.1995 0.6904  C5 1.108
17 H -0.2588 1.3740 2.2762  C5 1.134
18 H -2.2871 0.8878 1.0601  N6 1.003
19 H -1.4420 -0.3641 -1.4306  C7 1.162
20 H -3.0159 0.4687 -1.0599  C7 1.180
21 H -1.7668 1.4979 -1.4722  C7 1.127


Q.
Here is the ion C5H14N2 with charge +1 from OMol25. Energies are from wB97M-V/def2-TZVPD.

Its spin multiplicity is 2. The total charge is +1. The value obtained for the LUMO energy (alpha / beta) is -0.097 / -0.267 hartree.

Bonds (Å) are listed after each position.
Geometry (Å):
1 C 0.6492 -1.2876 1.0734  N2 1.476, H8 1.097, H9 1.120, H10 1.125
2 N -0.0403 -0.9707 -0.1930  C1 1.476, C3 1.511, C5 1.516
3 C 0.3975 -1.8562 -1.3363  N2 1.511, H11 1.220, H12 1.183, H13 1.084
4 C 1.2716 1.2843 -0.4309  C5 1.616, H14 1.099, H15 1.087, H16 1.070
5 C -0.0917 0.4579 -0.6979  N2 1.516, C4 1.616, C6 1.507, H17 1.094
6 C -1.2122 1.1707 0.0138  C5 1.507, N7 1.437, H18 1.030, H19 1.172
7 N -1.1163 1.0842 1.4454  C6 1.437, H20 1.063, H21 0.984
8 H 0.6318 -0.3018 1.5531  C1 1.097
9 H 1.7321 -1.5692 1.1248  C1 1.120
10 H -0.0673 -1.9290 1.6580  C1 1.125
11 H 0.2783 -1.4095 -2.4657  C3 1.220
12 H -0.2608 -2.8360 -1.2612  C3 1.183
13 H 1.4463 -2.1021 -1.2129  C3 1.084
14 H 2.1922 0.8832 -0.8774  C4 1.099
15 H 1.3194 1.5286 0.6275  C4 1.087
16 H 1.1672 2.2271 -0.9270  C4 1.070
17 H -0.1791 0.3597 -1.7837  C5 1.094
18 H -1.4163 2.1388 -0.2731  C6 1.030
19 H -2.1881 0.6262 -0.3388  C6 1.172
20 H -0.6464 1.9674 1.8043  N7 1.063
21 H -1.9994 1.0072 1.8720  N7 0.984


Which structure is the least stable? The one labeled P.